Below is C27H20N6O2SSe2Ti as an isolated structure in a non-equilibrium geometry, with properties calculated with the ωB97M-V functional and the def2-TZVPD basis.

Positions of all 59 atoms, in Å:
Ti (-2.2033, -1.0510, -0.8874)
C (3.7546, 4.9593, -1.1964)
O (2.7841, 4.4675, -0.2891)
C (3.1134, 3.3797, 0.4483)
C (4.3426, 2.7350, 0.3918)
C (4.5591, 1.6239, 1.1994)
C (3.5605, 1.1285, 2.0197)
C (2.3424, 1.8106, 2.1062)
C (2.1257, 2.9250, 1.3273)
N (3.9432, -0.0180, 2.8153)
N (3.1677, -0.9312, 3.1361)
C (1.8537, -1.0517, 2.5455)
C (0.7943, -1.2742, 3.3873)
C (-0.5386, -1.3199, 2.9208)
C (-0.7788, -1.1702, 1.5756)
O (-1.9641, -1.1481, 0.9933)
C (0.3221, -1.0546, 0.6915)
N (-0.0248, -0.9924, -0.6296)
C (0.9363, -0.9438, -1.5296)
C (2.2959, -0.9656, -1.1764)
C (2.6498, -1.0050, 0.1446)
C (1.6459, -1.0191, 1.1382)
H (3.2956, 5.8045, -1.7003)
H (4.0251, 4.1989, -1.9334)
H (4.6519, 5.2950, -0.6710)
H (5.1373, 3.0881, -0.2490)
H (5.5151, 1.1156, 1.1831)
H (1.5706, 1.4916, 2.7920)
H (1.1896, 3.4660, 1.3785)
H (0.9935, -1.3595, 4.4480)
H (-1.3649, -1.4434, 3.6066)
H (0.6219, -0.9020, -2.5636)
H (3.0418, -0.9627, -1.9578)
H (3.6925, -1.0459, 0.4297)
Se (-4.5169, 0.3841, 0.5174)
Se (-4.6488, -1.7144, -2.0164)
C (-4.0193, -3.2211, -1.1353)
C (-4.7221, -4.4208, -0.9135)
C (-4.0919, -5.4571, -0.2779)
C (-2.7660, -5.3154, 0.1643)
C (-2.1461, -4.1147, -0.0495)
N (-2.7585, -3.1020, -0.6882)
C (-3.4268, 1.5543, -0.3680)
C (-3.6016, 2.9641, -0.3927)
C (-2.6701, 3.7659, -0.9798)
C (-1.5331, 3.1932, -1.5923)
C (-1.4254, 1.8363, -1.5838)
N (-2.3436, 1.0306, -0.9905)
H (-5.7429, -4.4997, -1.2593)
H (-4.6172, -6.3894, -0.1140)
H (-2.2459, -6.1205, 0.6616)
H (-1.1323, -3.9266, 0.2839)
H (-4.4856, 3.3681, 0.0800)
H (-2.7977, 4.8412, -0.9759)
H (-0.7745, 3.7996, -2.0645)
H (-0.5971, 1.3308, -2.0619)
S (-0.9217, -3.7827, -4.0191)
C (-1.3751, -2.4240, -3.3280)
N (-1.6910, -1.4107, -2.7920)

For the HOMO energy (alpha / beta), the calculation gives -6.72 / -6.72 eV. The calculation puts the relative energy (zero: lowest compared OMol25 entry of this formula, charge and spin) at 51.76 kJ/mol. The total energy comes out at -206003.6728 eV.

***

Below is C27H20NOPPdS as an isolated structure, with properties calculated with the ωB97M-V functional and the def2-TZVPD basis.

Positions of all 52 atoms, in Å:
Pd (0.3544, -1.6121, 0.8725)
O (-1.4681, -2.7135, 0.0547)
N (-2.3428, -3.1274, 0.9450)
C (-3.6131, -3.3110, 0.5170)
C (-4.6119, -3.7450, 1.3439)
C (-4.2983, -3.9989, 2.6841)
C (-3.0128, -3.8028, 3.1126)
C (-1.9816, -3.3578, 2.2539)
S (-0.3849, -3.1021, 2.7823)
H (-3.7483, -3.0877, -0.5305)
H (-5.6079, -3.8771, 0.9464)
H (-5.0585, -4.3413, 3.3747)
H (-2.7318, -3.9802, 4.1409)
C (0.5820, 0.5887, -5.3164)
C (1.4678, -0.2577, -4.6569)
C (1.4150, -0.3825, -3.2800)
C (0.4922, 0.3501, -2.5257)
C (-0.3935, 1.1898, -3.1965)
C (-0.3494, 1.3049, -4.5830)
P (0.4946, 0.0593, -0.7096)
C (-0.8323, 1.2088, -0.1846)
C (-0.6341, 2.5302, 0.1950)
C (-1.7092, 3.3275, 0.5723)
C (-2.9960, 2.8122, 0.5650)
C (-3.2032, 1.4869, 0.1961)
C (-2.1302, 0.6899, -0.1628)
C (2.0382, 0.9248, -0.2493)
C (2.6132, 1.9399, -0.9713)
C (3.7822, 2.5715, -0.4971)
C (4.3405, 2.1813, 0.6889)
C (3.7749, 1.1324, 1.4540)
C (4.3369, 0.7120, 2.6829)
C (3.7458, -0.3069, 3.3772)
C (2.5925, -0.9560, 2.8811)
C (1.9958, -0.6095, 1.6863)
C (2.6076, 0.4759, 0.9776)
H (0.6167, 0.6824, -6.3950)
H (2.1960, -0.8276, -5.2215)
H (2.0951, -1.0567, -2.7704)
H (-1.1227, 1.7647, -2.6394)
H (-1.0459, 1.9657, -5.0857)
H (0.3704, 2.9363, 0.2051)
H (-1.5371, 4.3531, 0.8762)
H (-3.8332, 3.4334, 0.8594)
H (-4.2044, 1.0730, 0.2104)
H (-2.2701, -0.3595, -0.4067)
H (2.1697, 2.2592, -1.9075)
H (4.2318, 3.3721, -1.0730)
H (5.2339, 2.6747, 1.0585)
H (5.2284, 1.2044, 3.0570)
H (4.1751, -0.6276, 4.3214)
H (2.1707, -1.7645, 3.4705)

Its spin multiplicity is 2. For the HOMO energy (alpha / beta), the calculation gives -2.08 / -4.15 eV. The calculation puts the relative energy (zero: lowest compared OMol25 entry of this formula, charge and spin) at 0.00 kJ/mol. The total energy comes out at -55465.9280 eV. Its charge is -1.

***

Below is C27H21F12N3O3PReS2 as an isolated structure, with properties calculated with the ωB97M-V functional and the def2-TZVPD basis.

Positions of all 70 atoms, in Å:
Re (-1.3498, 0.2091, -0.0238)
C (2.4463, -5.1280, 1.9777)
C (1.9935, -3.8452, 1.3417)
C (2.0315, -3.6775, -0.0385)
C (1.5332, -2.5310, -0.6191)
C (0.9884, -1.5143, 0.1583)
N (0.4769, -0.3574, -0.4965)
C (1.3620, 0.3558, -1.3156)
C (2.7402, 0.2018, -1.0887)
C (3.6897, 0.8094, -1.8782)
C (3.3165, 1.6199, -2.9452)
C (4.3340, 2.2871, -3.8293)
C (1.9611, 1.8199, -3.1390)
C (0.9750, 1.2429, -2.3385)
C (-0.4921, 1.5867, -2.6088)
O (-1.2960, 1.5213, -1.4916)
C (-0.6624, 3.0711, -3.0711)
F (-1.9391, 3.4685, -2.9826)
F (0.0466, 3.8976, -2.2838)
F (-0.2843, 3.3035, -4.3421)
C (-1.0560, 0.6466, -3.7069)
F (-1.1178, -0.5975, -3.2563)
F (-0.2858, 0.6493, -4.8101)
F (-2.2910, 1.0168, -4.0871)
C (0.9249, -1.6679, 1.5483)
C (1.4454, -2.8310, 2.1132)
C (0.2470, -0.5728, 2.3802)
O (-0.9973, -0.2347, 1.8916)
C (-0.0230, -1.0152, 3.8487)
F (1.1239, -1.1031, 4.5640)
F (-0.8087, -0.1301, 4.4847)
F (-0.6341, -2.1876, 3.9148)
C (1.1945, 0.6872, 2.4642)
F (1.0234, 1.5202, 1.4200)
F (0.9764, 1.4452, 3.5564)
F (2.4861, 0.3422, 2.4864)
H (3.2708, -5.5737, 1.4207)
H (1.6223, -5.8445, 1.9886)
H (2.7709, -4.9665, 3.0059)
H (2.4101, -4.4719, -0.6695)
H (1.5275, -2.4178, -1.6944)
H (3.0593, -0.4288, -0.2711)
H (4.7390, 0.6467, -1.6601)
H (5.2627, 1.7164, -3.8558)
H (4.5743, 3.2922, -3.4748)
H (3.9657, 2.3788, -4.8514)
H (1.6617, 2.4547, -3.9609)
H (1.4081, -2.9822, 3.1811)
S (-2.8526, -1.5350, -0.4060)
C (-2.1468, -3.0267, 0.1704)
C (-2.5056, -3.4216, 1.4906)
N (-2.8637, -3.7480, 2.5371)
C (-1.4769, -3.8969, -0.6735)
S (-1.1589, -3.7417, -2.3173)
C (-1.0071, -5.1264, -0.0561)
N (-0.6192, -6.1087, 0.4008)
C (-1.8088, 2.9100, 2.3774)
P (-3.2066, 2.5869, 1.3088)
C (-3.3421, 3.9532, 0.1602)
C (-4.6726, 2.5733, 2.3385)
O (-3.1160, 1.2677, 0.5728)
H (-1.9977, 3.7815, 3.0044)
H (-0.9178, 3.0851, 1.7744)
H (-1.6406, 2.0295, 2.9993)
H (-3.4365, 4.9050, 0.6825)
H (-4.2109, 3.7913, -0.4772)
H (-2.4532, 3.9538, -0.4706)
H (-4.8008, 3.5179, 2.8654)
H (-4.5769, 1.7571, 3.0547)
H (-5.5397, 2.3802, 1.7080)

Its spin multiplicity is 4. For the HOMO energy (alpha / beta), the calculation gives -4.21 / -4.21 eV. The calculation puts the relative energy (zero: lowest compared OMol25 entry of this formula, charge and spin) at 36.71 kJ/mol. The total energy comes out at -104658.1124 eV. Its charge is -1.

***

Below is one molecule with the formula C27H21FN4O5S in a non-equilibrium geometry, with properties calculated with the ωB97M-V functional and the def2-TZVPD basis.

Positions of all 59 atoms, in Å:
O (6.0892, 0.9595, 1.3468)
C (5.5900, 0.2364, 0.5167)
C (5.5780, -1.2931, 0.6252)
C (4.1480, -1.7308, 0.5096)
C (3.2581, -1.4578, 1.5429)
C (1.9039, -1.6766, 1.3836)
C (1.4320, -2.1792, 0.1816)
N (0.0194, -2.3180, -0.0282)
C (-0.6664, -3.2515, 0.7660)
O (-0.0875, -3.9418, 1.5707)
C (-2.0783, -3.2547, 0.4820)
S (-3.2553, -4.2412, 1.2734)
C (-4.4981, -3.5455, 0.3186)
C (-4.0547, -2.6101, -0.5648)
C (-2.6539, -2.4410, -0.4751)
N (-1.8726, -1.5848, -1.2118)
C (-2.4650, -0.7393, -2.2256)
C (-3.3790, 0.3409, -1.6367)
O (-4.4587, 0.5970, -2.1152)
N (-2.8333, 0.9420, -0.5504)
C (-3.4111, 1.9131, 0.2726)
C (-4.5209, 2.6726, -0.0815)
C (-5.0184, 3.6225, 0.7937)
C (-4.4243, 3.8363, 2.0256)
C (-3.3220, 3.0850, 2.4000)
C (-2.8389, 2.1374, 1.5251)
F (-1.7732, 1.3757, 1.8862)
C (-0.5105, -1.4844, -0.9896)
O (0.1643, -0.6866, -1.6059)
C (2.3085, -2.5104, -0.8377)
C (3.6610, -2.2788, -0.6718)
N (4.9878, 0.6907, -0.6096)
C (4.5216, 2.0589, -0.7203)
C (3.0337, 2.1084, -0.5790)
C (2.0507, 2.5959, -1.3885)
C (0.8257, 2.3244, -0.7311)
C (1.1570, 1.6831, 0.4202)
O (2.4873, 1.5495, 0.5224)
H (6.1896, -1.7194, -0.1711)
H (6.0076, -1.5618, 1.5900)
H (3.6292, -1.0375, 2.4650)
H (1.2124, -1.4438, 2.1782)
H (-5.5107, -3.8672, 0.4616)
H (-4.6957, -2.0653, -1.2323)
H (-1.6387, -0.2534, -2.7566)
H (-3.0449, -1.3387, -2.9320)
H (-1.9137, 0.6346, -0.2572)
H (-4.9868, 2.5065, -1.0381)
H (-5.8796, 4.2040, 0.5039)
H (-4.8161, 4.5820, 2.6990)
H (-2.8398, 3.2196, 3.3549)
H (1.9308, -2.9179, -1.7629)
H (4.3429, -2.5214, -1.4752)
H (4.5031, 0.0189, -1.1878)
H (5.0108, 2.6144, 0.0867)
H (4.8115, 2.4840, -1.6848)
H (2.1800, 3.0897, -2.3296)
H (-0.1556, 2.5768, -1.0781)
H (0.5697, 1.2918, 1.2259)

For the HOMO energy, the calculation gives -8.46 eV. The total energy comes out at -58092.5044 eV.